Record 1
The following is a quantum chemistry calculation of C9H14S as an isolated structure in a non-equilibrium geometry, from OMol25.

The geometry in XYZ format:
```
24
Properties=species:S:1:pos:R:3:lowdin_charge:R:1
C 2.26520 -0.34698 0.51009 -0.664
C 0.22601 1.15657 0.25142 -0.308
C 3.54149 -0.34461 0.97950 -0.026
C -2.76019 -2.13237 0.91571 0.013
C -0.69906 -0.04647 0.46202 -0.073
C -2.06608 0.13624 0.29788 -0.122
C 1.56025 0.94374 0.45712 -0.114
C -3.08668 -0.82734 0.65342 -0.173
C -0.34274 2.45295 0.00956 -0.097
S 1.61324 -1.81807 -0.23575 0.788
H 4.27027 -1.10219 1.08680 0.040
H 3.82789 0.40639 1.63524 0.035
H -3.37945 -2.82594 1.50718 0.062
H -1.75361 -2.42909 0.83989 0.021
H 2.75657 -2.44480 -0.14117 -0.141
H -0.39893 -1.00219 0.94729 0.058
H 2.60070 0.15395 -2.40947 0.037
H -2.37544 1.15769 -0.02604 0.093
H 2.15148 1.84726 0.33386 0.113
H -4.18161 -0.44027 0.66090 0.123
H 0.36835 3.30088 0.00912 0.094
H -1.21377 2.61602 0.74617 0.114
H -0.82800 2.59636 -0.94394 0.081
H 1.90946 0.59111 -2.49147 0.044
```

Computed properties:
LUMO level in eV: -0.1538
2S+1: 1
DFT total energy in Ha: -749.35061
Frontier orbital gap in eV: 7.667
Energy above the lowest of the compared OMol25 structures with the same formula, charge and spin in kcal/mol: 101.9
Charge: 0
Highest occupied orbital energy in eV: -7.821

---

Record 2
The following is a quantum chemistry calculation of a 2-piece molecular cluster, C6H14N4S overall in a non-equilibrium geometry, from OMol25.

The geometry in XYZ format:
```
25
Properties=species:S:1:pos:R:3:lowdin_charge:R:1
C -3.89202 1.64346 0.26406 0.142
C -2.71773 1.03961 -0.09082 -0.223
C 2.02993 0.06272 0.52140 -0.428
C -0.28685 -1.91892 -0.25103 -0.600
C 1.04777 0.73575 -1.63835 -0.020
C -1.97020 0.18957 0.74289 -0.324
N 3.20649 0.78973 0.37273 0.235
N 1.80124 -0.51465 1.74536 0.232
N 0.54418 -2.75288 -0.81833 0.137
N 1.09855 0.01345 -0.38246 0.082
S -1.68690 -1.76947 0.35582 1.130
H -4.36009 2.40843 -0.31736 0.076
H -4.49965 1.39675 1.19230 0.119
H -2.12396 1.19974 -0.91816 0.067
H 0.00701 0.59587 -1.96481 0.091
H 1.77523 0.33302 -2.39271 0.146
H 1.15590 1.82850 -1.64996 0.121
H -2.49510 0.04373 1.67749 0.081
H -0.87648 0.35524 0.94327 0.061
H 3.91907 0.47787 0.99079 0.120
H 3.51753 0.79169 -0.64856 0.171
H 2.24886 0.08056 2.45479 0.154
H 0.78809 -0.85643 1.95342 0.166
H 1.51668 -2.66772 -0.68783 0.104
H 0.25242 -3.50563 -1.45394 0.161
```

Computed properties:
LUMO level (alpha / beta) in eV: -7.4131 / -11.4929
2S+1: 3
DFT total energy in Ha: -853.40197
Frontier orbital gap (alpha / beta) in eV: 8.068 / 5.067
Charge: +2
Highest occupied orbital energy (alpha / beta) in eV: -15.481 / -16.560

---

Record 3
The following is a quantum chemistry calculation of C43H36BrF4N2O8PS2SnTe as an isolated structure in a non-equilibrium geometry, from OMol25.

The geometry in XYZ format:
```
99
Properties=species:S:1:pos:R:3:lowdin_charge:R:1
Sn -0.28736 -0.43452 -2.47938 1.000
F 3.43363 -7.62644 -0.66799 0.122
C 3.41877 -6.29400 -0.56289 -0.159
C 3.57968 -5.64937 0.63229 -0.127
F 3.86104 -6.38720 1.74407 0.086
C 3.43794 -4.28649 0.76117 -0.211
F 3.60129 -3.81280 1.98442 0.118
C 3.16084 -3.51517 -0.39123 -0.315
P 3.04871 -1.67032 -0.56587 1.039
C 2.48132 -1.11100 1.15322 -0.337
C 3.30273 -0.95903 2.28641 -0.113
C 2.80344 -0.42003 3.43269 -0.101
C 1.47973 0.02623 3.46583 -0.082
C 0.66180 -0.18176 2.39475 -0.090
C 1.18143 -0.65243 1.21086 -0.136
C 4.81401 -1.13344 -0.62335 -0.360
C 5.94648 -1.93809 -0.39869 -0.114
C 7.22954 -1.42947 -0.34605 -0.112
C 7.42722 -0.04101 -0.47216 -0.100
C 6.32003 0.77735 -0.72848 -0.073
C 5.01301 0.24129 -0.81787 -0.104
C 3.02359 -4.17969 -1.58769 -0.638
Br 3.04310 -3.24752 -3.18472 0.903
C 3.18479 -5.54649 -1.66600 -0.275
F 2.90896 -6.22010 -2.79684 0.066
H 4.34231 -1.35339 2.18970 0.113
H 3.50676 -0.34515 4.21030 0.080
H 1.05112 0.50243 4.38953 0.104
H -0.37380 0.00852 2.38079 0.090
H 0.51601 -0.73943 0.32590 0.041
H 5.80363 -3.04763 -0.23347 0.115
H 8.03286 -2.20910 -0.13649 0.115
H 8.41516 0.37979 -0.38575 0.085
H 6.50586 1.79886 -0.95388 0.087
H 4.22538 0.95243 -0.97121 -0.024
C -2.18034 -5.56857 -5.33838 -0.068
C -2.48820 -4.12068 -5.17868 -0.286
C -2.14069 -3.28773 -6.21167 -0.044
C -2.26431 -1.90898 -6.07444 -0.058
C -2.73659 -1.36827 -4.91224 -0.294
C -3.00659 -2.19535 -3.79645 -0.082
C -2.93563 -3.56802 -3.97048 -0.034
S -2.65480 0.38799 -4.71714 0.506
O -2.96371 1.03383 -5.95114 -0.310
O -3.53645 0.65684 -3.59935 -0.338
N -1.15918 0.69825 -4.16969 -0.378
C -0.12001 1.02037 -5.22985 -0.196
C 0.99121 -0.01628 -5.29997 -0.710
O 1.64865 -0.16022 -6.30884 0.018
O 1.18255 -0.66291 -4.19238 -0.355
H -1.60901 -5.81143 -6.24477 0.077
H -3.06133 -6.19739 -5.40259 0.068
H -1.63494 -5.96638 -4.48820 0.075
H -1.66887 -3.63856 -7.10631 0.104
H -1.97728 -1.22772 -6.85567 0.113
H -3.39711 -1.70345 -2.92787 0.101
H -3.14296 -4.22148 -3.11007 0.120
H 0.37070 1.94493 -4.82717 0.089
H -0.57083 1.22938 -6.20586 0.104
C -0.85383 2.72117 7.40809 -0.057
C -1.97019 2.85261 6.37912 -0.278
C -3.03256 3.79519 6.52623 -0.025
C -4.06956 3.85054 5.57987 -0.064
C -4.10681 2.89811 4.59138 -0.280
C -3.07741 1.98368 4.43534 -0.022
C -2.00633 2.04372 5.30674 -0.060
S -5.52679 2.74399 3.55681 0.605
O -6.40163 1.96600 4.36613 -0.299
O -5.91919 4.05984 3.15235 -0.303
N -5.14523 1.83174 2.23435 -0.121
C -4.49203 2.47904 1.06714 -0.196
C -3.04973 2.07082 0.85690 -0.105
C -2.77728 0.57027 0.90932 -0.705
O -3.51465 -0.10566 1.64660 -0.051
O -1.80804 0.19909 0.19775 -0.134
H -0.47257 1.70404 7.38222 0.068
H -1.18921 2.89930 8.43129 0.065
H -0.04083 3.48189 7.28933 0.087
H -3.04591 4.59000 7.28464 0.106
H -4.81291 4.63471 5.58822 0.111
H -3.06701 1.23940 3.65145 0.103
H -1.12825 1.43257 5.12397 0.105
H -4.92585 0.86842 2.30487 0.060
H -4.66743 3.52360 1.13238 0.089
H -5.11106 2.15863 0.23568 0.118
H -2.38478 2.57165 1.58310 0.102
H -2.70480 2.39738 -0.14976 0.128
Te 1.70945 1.65693 -1.91011 0.897
C 0.67067 3.02966 -0.68518 -0.626
C 0.74134 2.84783 0.68240 -0.181
C 0.21627 3.72921 1.56139 -0.103
C -0.39872 4.85975 1.02150 -0.125
C -0.49483 5.06382 -0.32200 -0.119
C 0.07194 4.16432 -1.21174 -0.147
H 1.32888 1.98632 0.99567 0.070
H 0.32500 3.72533 2.62920 0.096
H -0.90750 5.56671 1.69013 0.100
H -0.92959 5.94709 -0.74863 0.091
H -0.07637 4.35732 -2.24684 0.085
```

Computed properties:
LUMO level in eV: 3.5017
2S+1: 1
DFT total energy in Ha: -6965.23817
Frontier orbital gap in eV: 6.229
Energy above the lowest of the compared OMol25 structures with the same formula, charge and spin in kcal/mol: 42.2
Charge: -2
Highest occupied orbital energy in eV: -2.728

---

Record 4
The following is a quantum chemistry calculation of a 2-piece molecular cluster, C3H2ClO2 overall in a non-equilibrium geometry, from OMol25.

The geometry in XYZ format:
```
8
Properties=species:S:1:pos:R:3:lowdin_charge:R:1
C -1.50652 -0.42065 0.18168 -0.236
C -0.21449 -0.34064 -0.15703 -0.585
C 1.62749 1.04465 -0.14516 -0.602
O 2.39924 0.27853 0.28180 0.022
O 1.42500 2.18153 -0.47944 0.029
Cl 0.64063 -1.95780 -0.26563 0.360
H -2.24637 -1.23037 0.31260 0.018
H -2.12497 0.44475 0.27118 -0.007
```

Computed properties:
LUMO level in eV: 4.1303
2S+1: 1
DFT total energy in Ha: -726.18461
Frontier orbital gap in eV: 8.042
Energy above the lowest of the compared OMol25 structures with the same formula, charge and spin in kcal/mol: 3.9
Charge: -1
Highest occupied orbital energy in eV: -3.912

---

> What is the DFT total energy in the first record?

-749.35061 Ha

---

> What is the formula in the third record?

C43H36BrF4N2O8PS2SnTe